A 2-piece molecular cluster, C2H4N2 overall, computed with ωB97M-V/def2-TZVPD.

XYZ file:
```
8
Properties=species:S:1:pos:R:3:nbo_charge:R:1
C -0.804 -1.762 -0.443 0.296
C -0.037 0.874 1.486 -0.023
N -0.899 -1.295 -1.493 -0.731
N 1.151 1.513 1.434 -0.625
H -0.216 0.019 0.966 0.164
H -1.007 1.311 1.876 0.134
H -0.905 -1.423 -2.474 0.441
H 1.316 2.426 1.620 0.343
```

Relative energy (zero: lowest compared OMol25 entry of this formula, charge and spin), kcal per mole: 74.7
E_HOMO, eV: -9.51
HOMO-LUMO gap, eV: 10.61